No. 1
The molecule CH4N6O at a distorted geometry. Source: the OMol25 dataset; level of theory: ωB97M-V/def2-TZVPD.

Each line ends with the Löwdin charge.
CARTESIAN COORDINATES (ANGSTROEM)
N -0.071 -0.805 2.268  -0.002
N -1.008 -0.232 1.391  0.038
C -0.596 -0.026 0.189  -0.408
N -1.367 0.510 -0.835  0.097
N -0.702 0.499 -1.859  0.057
O 0.583 -0.029 -1.676  -0.064
N 0.722 -0.274 -0.308  -0.144
N 1.747 0.569 0.199  0.091
H -0.639 -1.250 2.995  0.085
H 0.535 -1.492 1.810  0.078
H 1.371 1.300 0.774  0.083
H 2.391 -0.043 0.701  0.090

## Properties
Energy above the lowest of the compared OMol25 structures with the same formula, charge and spin, eV: 2.232
Calculated total energy, eV: -12084.711
M, g/mol: 116.1
HOMO, eV: -9.14
F_max, eV/Å: 2.53
Kohn-Sham gap, eV: 9.061
LUMO level, eV: -0.08

---

No. 2
An isolated ion of composition C4H6NS and charge +1 at a distorted geometry. Source: the OMol25 dataset; level of theory: ωB97M-V/def2-TZVPD.

Each line ends with the Löwdin charge.
CARTESIAN COORDINATES (ANGSTROEM)
C -1.688 1.200 0.280  -0.282
C -0.167 1.296 -0.234  -0.054
N 0.367 0.057 -0.495  -0.126
C 0.449 -1.029 0.495  -0.032
C -0.605 -1.023 -0.527  -0.433
S -2.215 -0.357 -0.054  1.024
H -2.282 2.095 0.613  0.105
H 0.455 2.063 -0.177  0.062
H 1.187 0.106 -1.162  0.235
H 0.149 -0.621 1.482  0.152
H 1.310 -1.835 0.267  0.201
H -0.648 -1.810 -1.300  0.147

## Properties
Energy above the lowest of the compared OMol25 structures with the same formula, charge and spin, eV: 2.904
Charge: +1
Calculated total energy, eV: -16559.667
M, g/mol: 100.2
HOMO (spin up / spin down), eV: -12.89 / -12.89
F_max, eV/Å: 10.37
Kohn-Sham gap (spin up / spin down), eV: 8.413 / 8.412
LUMO level (spin up / spin down), eV: -4.48 / -4.48

---

No. 3
The molecule C15H19N3O3S2. Source: the OMol25 dataset; level of theory: ωB97M-V/def2-TZVPD.

Each line ends with the Löwdin charge.
CARTESIAN COORDINATES (ANGSTROEM)
O 0.740 -0.988 3.164  -0.297
S 0.283 -2.185 2.520  0.600
O 0.084 -3.364 3.312  -0.286
N -1.153 -1.914 1.710  -0.109
C -1.522 -0.534 1.481  -0.182
C -1.096 -0.099 0.065  -0.258
C -1.801 1.183 -0.332  -0.168
C -1.942 2.272 0.524  -0.037
C -2.571 3.419 0.067  -0.050
C -3.043 3.440 -1.237  -0.148
N -2.932 2.409 -2.057  0.069
C -2.335 1.319 -1.612  -0.117
N 0.353 -0.093 -0.048  -0.117
C 1.117 0.943 0.623  -0.148
C 1.355 2.190 -0.243  -0.173
O 1.933 1.851 -1.486  -0.123
C 1.110 0.943 -2.185  -0.177
C 0.908 -0.339 -1.367  -0.139
C 1.402 -2.600 1.220  -0.622
C 1.183 -3.433 0.168  -0.154
C 2.344 -3.621 -0.612  -0.179
C 3.414 -2.940 -0.119  -0.390
S 3.022 -2.052 1.302  1.060
H -1.873 -2.491 2.112  0.109
H -1.030 0.083 2.237  0.098
H -2.604 -0.418 1.574  0.137
H -1.437 -0.891 -0.615  0.146
H -1.565 2.231 1.535  0.116
H -2.691 4.276 0.710  0.103
H -3.535 4.312 -1.645  0.104
H -2.280 0.500 -2.321  0.118
H 0.636 1.220 1.559  0.113
H 2.093 0.510 0.867  0.093
H 2.066 2.857 0.247  0.129
H 0.413 2.732 -0.415  0.112
H 1.629 0.722 -3.120  0.127
H 0.142 1.415 -2.412  0.111
H 0.273 -1.040 -1.910  0.128
H 1.891 -0.800 -1.223  0.110
H 0.229 -3.881 -0.032  0.116
H 2.379 -4.236 -1.494  0.105
H 4.411 -2.908 -0.509  0.067

## Properties
Energy above the lowest of the compared OMol25 structures with the same formula, charge and spin, eV: 2.237
Calculated total energy, eV: -48145.179
M, g/mol: 353.5
HOMO, eV: -8.17
F_max, eV/Å: 0.95
Kohn-Sham gap, eV: 8.677
LUMO level, eV: 0.51

---

No. 4
C2H3ClCrN as an isolated structure at a distorted geometry. Source: the OMol25 dataset; level of theory: ωB97M-V/def2-TZVPD.

Each line ends with the Löwdin charge.
CARTESIAN COORDINATES (ANGSTROEM)
Cr 10.128 14.424 -19.920  0.813
Cl 10.744 15.285 -18.397  0.433
C 12.357 16.898 -17.915  -0.276
C 13.096 17.926 -17.079  -0.224
N 13.737 18.661 -16.460  0.145
H 11.467 17.450 -18.217  0.048
H 12.118 16.014 -17.324  -0.024
H 12.964 16.647 -18.785  0.084

## Properties
Expectation value of S²: 6.063
Energy above the lowest of the compared OMol25 structures with the same formula, charge and spin, eV: 2.349
Charge: +1
Calculated total energy, eV: -44544.446
M, g/mol: 128.5
Spin multiplicity: 5
HOMO (spin up / spin down), eV: -14.52 / -14.55
F_max, eV/Å: 8.41
Kohn-Sham gap (spin up / spin down), eV: 6.724 / 7.526
LUMO level (spin up / spin down), eV: -7.79 / -7.02

---

No. 5
C66H55N3P3PtSSi as an isolated structure at a distorted geometry. Source: the OMol25 dataset; level of theory: ωB97M-V/def2-TZVPD.

Each line ends with the Löwdin charge.
CARTESIAN COORDINATES (ANGSTROEM)
Pt 0.200 -0.516 -0.247  0.377
C 4.473 3.673 3.081  -0.077
C 3.124 3.752 3.383  -0.077
C 2.248 2.767 2.944  -0.097
C 2.720 1.679 2.219  -0.329
C 4.085 1.605 1.916  -0.083
C 4.954 2.598 2.340  -0.066
P 1.643 0.260 1.750  1.017
C 2.667 -1.012 2.561  -0.391
C 3.180 -2.067 1.819  -0.169
C 4.016 -3.001 2.411  -0.064
C 4.358 -2.873 3.752  -0.072
C 3.898 -1.787 4.483  -0.068
C 3.064 -0.853 3.888  -0.090
C 0.106 0.664 2.662  -0.394
C -0.159 0.271 3.966  -0.067
C -1.342 0.672 4.583  -0.063
C -2.253 1.470 3.908  -0.071
C -2.004 1.843 2.591  -0.079
C -0.827 1.450 1.955  -0.277
Si -0.485 1.688 0.133  0.490
C 1.012 2.765 -0.230  -0.311
C 1.202 3.995 0.400  -0.123
C 2.328 4.762 0.146  -0.060
C 3.282 4.313 -0.756  -0.049
C 3.096 3.108 -1.420  -0.074
C 1.979 2.318 -1.142  -0.366
P 1.638 0.753 -2.029  1.038
C 2.970 -0.458 -1.661  -0.412
C 4.256 -0.120 -1.240  -0.104
C 5.224 -1.104 -1.081  -0.068
C 4.925 -2.432 -1.356  -0.079
C 3.648 -2.782 -1.770  -0.074
C 2.674 -1.801 -1.916  -0.139
C 2.112 1.218 -3.741  -0.341
C 1.267 2.110 -4.404  -0.094
C 1.603 2.598 -5.657  -0.067
C 2.786 2.192 -6.264  -0.074
C 3.619 1.289 -5.618  -0.068
C 3.284 0.794 -4.362  -0.073
C -3.103 1.797 -0.829  -0.290
C -4.157 2.647 -0.479  -0.010
C -5.465 2.213 -0.541  -0.047
C -5.745 0.921 -0.980  -0.055
C -4.707 0.082 -1.334  -0.074
C -3.374 0.501 -1.250  -0.305
P -2.054 -0.710 -1.623  1.096
C -2.473 -1.980 -0.383  -0.356
C -2.088 -3.308 -0.690  -0.150
C -1.889 -4.356 0.152  0.004
C -1.933 -4.262 1.647  -0.261
C -2.327 -1.833 2.078  -0.037
C -2.816 -1.424 0.904  -0.127
C -2.494 -1.443 -3.226  -0.350
C -3.462 -2.432 -3.387  -0.103
C -3.706 -2.961 -4.646  -0.057
C -2.979 -2.518 -5.747  -0.061
C -2.010 -1.538 -5.593  -0.063
C -1.763 -1.008 -4.334  -0.090
H 5.155 4.439 3.432  0.107
H 2.744 4.587 3.962  0.110
H 1.198 2.832 3.203  0.104
H 4.469 0.748 1.377  0.095
H 6.011 2.524 2.109  0.108
H 2.943 -2.148 0.767  0.050
H 4.389 -3.831 1.824  0.108
H 4.995 -3.613 4.224  0.106
H 4.205 -1.655 5.514  0.108
H 2.743 0.013 4.457  0.110
H 0.520 -0.392 4.484  0.097
H -1.554 0.345 5.595  0.112
H -3.167 1.784 4.398  0.109
H -2.736 2.439 2.050  0.098
H 0.455 4.360 1.102  0.117
H 2.464 5.711 0.655  0.115
H 4.170 4.905 -0.950  0.113
H 3.817 2.792 -2.167  0.110
H 4.500 0.915 -1.029  0.092
H 6.220 -0.831 -0.751  0.112
H 5.688 -3.194 -1.243  0.110
H 3.407 -3.818 -1.978  0.112
H 1.683 -2.078 -2.254  0.085
H 0.351 2.437 -3.924  0.071
H 0.942 3.298 -6.157  0.105
H 3.057 2.578 -7.239  0.108
H 4.540 0.967 -6.090  0.109
H 3.941 0.085 -3.877  0.100
H -3.918 3.663 -0.179  0.128
H -6.269 2.878 -0.244  0.114
H -6.767 0.573 -1.044  0.112
H -4.928 -0.924 -1.669  0.102
H -1.879 -3.507 -1.735  0.102
H -1.579 -5.304 -0.274  0.125
H -1.331 -5.057 2.089  0.159
H -2.619 -1.337 2.999  0.124
H -3.432 -0.534 0.911  0.101
H -4.016 -2.803 -2.534  0.103
H -4.463 -3.726 -4.766  0.112
H -3.167 -2.945 -6.724  0.112
H -1.443 -1.193 -6.449  0.112
H -0.991 -0.254 -4.206  0.090
C -5.095 -4.901 3.617  -0.020
C -3.666 -4.496 3.390  -0.319
C -2.839 -4.244 4.441  0.006
C -1.508 -3.634 4.476  -0.335
N -0.836 -3.043 3.554  0.062
C -1.303 -2.912 2.205  -0.686
S 0.254 -2.510 1.217  0.642
N -3.301 -4.428 2.092  0.076
C -0.830 -3.649 5.836  -0.030
H -5.250 -5.206 4.648  0.082
H -5.377 -5.724 2.958  0.085
H -5.761 -4.059 3.412  0.090
H -3.244 -4.504 5.410  0.096
H -4.020 -4.413 1.392  0.144
H -1.511 -3.942 6.636  0.069
H -0.422 -2.662 6.053  0.069
H 0.004 -4.355 5.820  0.085
N -1.767 2.342 -0.829  -0.080
C -1.579 3.228 -1.966  -0.249
C -1.082 4.517 -1.810  -0.018
C -0.943 5.354 -2.910  -0.055
C -1.330 4.929 -4.173  -0.082
C -1.855 3.654 -4.332  -0.086
C -1.969 2.805 -3.239  -0.039
H -0.821 4.870 -0.824  0.101
H -0.546 6.353 -2.773  0.111
H -1.243 5.594 -5.024  0.108
H -2.163 3.308 -5.312  0.113
H -2.369 1.807 -3.372  0.101

## Properties
Energy above the lowest of the compared OMol25 structures with the same formula, charge and spin, eV: 3.750
Charge: +1
Calculated total energy, eV: -123625.941
M, g/mol: 1238.3
HOMO (spin up / spin down), eV: -8.24 / -8.24
F_max, eV/Å: 2.64
Kohn-Sham gap (spin up / spin down), eV: 3.826 / 3.829
LUMO level (spin up / spin down), eV: -4.42 / -4.41

---

No. 6
C19H20AsN3O6S2TeV as an isolated structure at a distorted geometry. Source: the OMol25 dataset; level of theory: ωB97M-V/def2-TZVPD.

Each line ends with the Löwdin charge.
CARTESIAN COORDINATES (ANGSTROEM)
V -1.342 1.712 0.378  0.356
O -3.896 -1.666 1.406  -0.232
As -2.401 -0.869 0.913  0.883
O -1.136 -1.657 1.556  -0.460
O -2.612 0.733 1.449  -0.562
C -2.623 -1.231 -0.992  -0.215
C -2.765 -2.602 -1.174  -0.096
C -2.778 -3.177 -2.437  -0.065
C -2.645 -2.374 -3.551  -0.058
C -2.521 -1.002 -3.387  -0.051
C -2.504 -0.431 -2.124  -0.249
S -2.335 1.341 -2.147  0.507
O -2.759 1.799 -3.431  -0.262
O -0.919 1.633 -1.801  -0.471
O -3.047 1.840 -0.950  -0.368
H -3.914 -1.778 2.364  0.050
H -2.859 -3.244 -0.307  0.107
H -2.891 -4.248 -2.535  0.109
H -2.645 -2.800 -4.544  0.109
H -2.449 -0.364 -4.255  0.112
N -0.481 3.811 -0.182  -0.037
N 0.247 4.486 0.801  -0.068
C 0.129 4.116 2.110  -0.833
N 0.702 4.985 2.971  0.096
S -0.650 2.734 2.608  0.764
H 0.097 3.678 -1.007  0.093
H -1.315 4.336 -0.439  0.126
H 0.511 5.439 0.591  0.150
H 1.350 5.682 2.640  0.107
H 0.835 4.671 3.917  0.101
Te 1.361 0.905 0.133  1.487
C 1.494 -0.752 -1.163  -0.485
C 0.856 -1.956 -0.882  -0.116
C 0.916 -2.985 -1.808  -0.081
C 1.590 -2.816 -3.008  -0.087
C 2.217 -1.611 -3.287  -0.090
C 2.173 -0.580 -2.361  -0.153
C 2.177 0.109 1.919  -0.490
C 3.512 0.382 2.214  -0.156
C 4.080 -0.097 3.384  -0.098
C 3.318 -0.856 4.259  -0.091
C 1.994 -1.132 3.962  -0.074
C 1.414 -0.655 2.795  -0.121
H 0.289 -2.073 0.035  0.069
H 0.419 -3.922 -1.595  0.106
H 1.623 -3.623 -3.728  0.101
H 2.741 -1.472 -4.223  0.101
H 2.666 0.359 -2.584  0.087
H 4.111 0.972 1.532  0.084
H 5.117 0.119 3.606  0.100
H 3.760 -1.237 5.170  0.101
H 1.401 -1.734 4.638  0.107
H 0.386 -0.899 2.552  0.057

## Properties
Expectation value of S²: 1.072
Energy above the lowest of the compared OMol25 structures with the same formula, charge and spin, eV: 1.100
Calculated total energy, eV: -152272.573
M, g/mol: 704.0
Spin multiplicity: 2
HOMO (spin up / spin down), eV: -7.05 / -6.51
F_max, eV/Å: 1.19
Kohn-Sham gap (spin up / spin down), eV: 6.791 / 6.257
LUMO level (spin up / spin down), eV: -0.26 / -0.26